ORCA calculation (ωB97M-V/def2-TZVPD) on a cluster of 2 separate species, C6H6FN in total.

Structure (XYZ):
```
14
Properties=species:S:1:pos:R:3:forces:R:3:lowdin_charge:R:1
C -1.26770 0.47475 3.08548 -0.4 -0.1 0.6 -0.24
C -2.63308 -0.22391 1.24804 -1.7 1.4 -4.4 0.05
C 0.97362 0.87785 0.55976 -0.2 0.0 0.0 0.27
C -1.65583 0.49076 1.73904 0.6 -0.4 0.3 -0.21
C 0.80461 -0.32703 0.07301 0.6 0.4 -0.4 -0.58
C 1.72585 -0.66918 -1.03962 0.7 1.4 -1.1 -0.04
N -1.12406 0.70695 4.19317 0.5 -0.1 1.2 0.16
F 0.03185 -1.34873 0.32678 -1.1 -0.8 0.9 0.09
H -3.05769 0.02396 0.19466 1.5 -0.3 1.4 0.11
H -3.28097 -0.97776 1.55503 -0.5 -1.1 1.9 0.05
H -0.99266 1.13591 1.19624 -0.5 0.7 -0.8 0.05
H 1.04597 -1.15126 -1.79186 1.1 0.0 0.6 0.12
H 2.55663 -1.22312 -0.58483 -0.4 -0.5 -0.7 0.10
H 2.18292 0.24146 -1.51462 -0.4 -0.8 0.4 0.10
```
Positions in Å, forces in eV/Å.

## Properties
E_HOMO in Eh: -0.3809
Total energy in eV: -10520.1579
Relative energy (zero: lowest compared OMol25 entry of this formula, charge and spin) in kJ/mol: 652.2
Charge: 0



ORCA calculation (ωB97M-V/def2-TZVPD) on the ion C6H6FN2O2 with charge -1.

Structure (XYZ):
```
17
Properties=species:S:1:pos:R:3:forces:R:3:lowdin_charge:R:1
C -2.31032 -0.93841 0.22369 -1.6 0.9 -0.5 -0.09
C -2.59381 -0.17807 -0.91681 -1.1 -0.8 -1.0 -0.24
C -1.01934 -0.56999 0.55285 -2.2 -1.1 0.2 -0.08
C 2.13293 0.34353 1.49781 -1.8 -0.6 -1.0 -0.70
C 0.74591 0.70803 -0.69716 1.3 0.6 -0.7 -0.11
C 1.99005 0.02872 -0.13280 -1.0 -0.9 2.0 -0.19
N -1.57543 0.52518 -1.32542 1.8 0.0 0.3 0.07
N -0.57858 0.23756 -0.37275 -1.0 1.4 -1.0 -0.11
O 1.56794 -0.41223 2.30911 0.4 -0.5 -0.6 -0.06
O 2.59236 1.46461 1.67434 1.0 1.0 -0.2 -0.05
F 1.75376 -1.34149 -0.43113 0.8 0.2 0.1 -0.07
H -3.22015 -1.34965 0.65130 1.0 -0.7 0.9 0.08
H -3.53674 -0.28362 -1.52226 1.1 0.6 0.7 0.11
H -0.50780 -0.85011 1.39662 1.7 -0.5 1.6 0.09
H 0.69372 0.45825 -1.73681 0.8 0.5 -1.0 0.10
H 0.94188 1.77657 -0.56080 -0.7 0.0 0.1 0.13
H 2.92361 0.38114 -0.60978 -0.7 -0.2 0.0 0.13
```
Positions in Å, forces in eV/Å.

## Properties
E_HOMO in Eh: -0.1734
Total energy in eV: -16112.4502
Structure (SMILES): O=C([O-])[C@@H](F)Cn1cccn1
Relative energy (zero: lowest compared OMol25 entry of this formula, charge and spin) in kJ/mol: 18.2
Charge: -1



ORCA calculation (ωB97M-V/def2-TZVPD) on a structure of composition C6H6HgO5.

Structure (XYZ):
```
18
Properties=species:S:1:pos:R:3:forces:R:3:lowdin_charge:R:1
O 0.07421 -3.26089 -1.36073 0.1 8.0 -0.1 0.20
C 0.09300 -2.07497 -1.36633 0.0 -9.2 0.1 0.05
Hg 0.15912 0.20543 -1.28789 -1.1 0.2 0.3 0.84
O -2.89671 0.13132 -3.06706 -1.3 0.0 -0.7 0.24
C -1.93078 0.14614 -2.53813 0.9 0.0 0.4 0.01
C 2.05206 0.19718 -2.53016 4.7 0.0 -2.6 0.04
O 3.04411 0.19063 -3.10196 -3.7 0.0 2.1 0.23
C 0.03685 2.45243 -1.31922 -0.2 8.4 -0.1 0.06
O 0.00929 3.62652 -1.39436 0.1 -7.4 0.4 0.21
C -0.11616 0.12015 2.86858 -0.1 0.2 0.7 -0.07
C 0.43011 -0.21100 1.56135 -1.2 -1.5 -1.4 -0.24
O -0.98607 -0.29316 0.90914 2.0 1.0 -2.7 -0.18
H -0.67194 1.05682 2.79249 0.2 0.0 0.2 0.11
H 0.69092 0.18872 3.52156 1.1 0.3 1.9 0.08
H -0.82243 -0.66440 3.14691 0.3 0.1 0.3 0.12
H 1.06263 0.57716 1.08317 -0.7 -0.2 0.2 0.10
H 0.97827 -1.19735 1.40364 -0.8 1.1 0.6 0.14
H -1.20648 -1.19074 0.67902 -0.2 -0.9 0.4 0.05
```
Positions in Å, forces in eV/Å.

## Properties
E_HOMO in Eh: -0.6930
Total energy in eV: -20708.9883
Relative energy (zero: lowest compared OMol25 entry of this formula, charge and spin) in kJ/mol: 0.0
Charge: +2



ORCA calculation (ωB97M-V/def2-TZVPD) on the ion C6H6N with charge +1.

Structure (XYZ):
```
13
Properties=species:S:1:pos:R:3:forces:R:3:lowdin_charge:R:1
C -0.69329 -1.08582 1.10908 -0.2 -1.8 -2.9 0.10
C 0.05637 -0.07257 0.27350 -1.1 -2.3 1.1 -0.27
C 0.16786 2.10790 1.48382 1.4 -1.2 -2.8 0.26
C -0.35201 -1.87783 -1.18070 0.0 -0.4 -0.5 -0.10
C 0.35122 -0.58683 -0.92730 0.1 2.7 -2.4 -0.01
C -0.77477 -1.97629 0.18771 0.5 2.5 5.1 0.09
N 0.46639 1.24268 0.48953 -1.6 2.5 4.6 0.11
H -0.46660 1.90554 2.30531 -0.8 -1.4 0.4 0.10
H 0.52790 3.14546 1.60332 0.4 -0.7 -1.2 0.13
H -1.32460 -1.78079 -1.64801 0.0 0.6 -1.1 0.15
H 0.22407 -2.59687 -1.73464 0.2 -0.7 0.2 0.14
H 0.75936 0.12822 -1.68447 0.0 -1.2 0.1 0.15
H 1.05810 1.44720 -0.27715 1.0 1.4 -0.6 0.15
```
Positions in Å, forces in eV/Å.

## Properties
E_HOMO in Eh: -0.5066
Total energy in eV: -7795.1691
Structure (SMILES): C=[NH+]C1=CCC#C1
Relative energy (zero: lowest compared OMol25 entry of this formula, charge and spin) in kJ/mol: 441.3
Charge: +1



ORCA calculation (ωB97M-V/def2-TZVPD) on a cluster of 2 separate species, C6H6N in total.

Structure (XYZ):
```
13
Properties=species:S:1:pos:R:3:forces:R:3:lowdin_charge:R:1
C 2.60507 0.49941 -0.75605 -0.8 -0.3 0.3 0.21
C 2.48665 0.79056 0.55072 -1.7 -1.2 0.9 0.22
C 0.64513 -1.12830 -0.11765 -2.0 -2.3 1.0 -0.08
C -2.35763 -0.43203 -0.41411 1.6 -1.2 0.3 -0.09
C 1.57343 -0.14485 -0.02210 4.0 2.8 -1.1 0.00
C -2.17717 0.35736 0.59190 1.2 2.4 2.8 -0.10
N -0.09890 -2.02277 -0.01831 1.7 1.0 -0.3 0.30
H 3.15075 0.66325 -1.69741 -0.4 -0.2 0.5 0.17
H 2.73324 1.23873 1.54177 0.0 -0.2 -1.2 0.18
H -2.73196 0.04305 -1.24020 -1.5 0.1 -2.3 0.04
H -2.54928 1.42888 0.57309 0.4 -1.5 0.2 0.08
H -1.48885 0.07144 1.44984 -1.3 0.4 -0.8 0.07
H -1.79047 -1.36474 -0.44148 -1.2 0.1 -0.4 0.01
```
Positions in Å, forces in eV/Å.

## Properties
E_HOMO in Eh: -0.4979
Total energy in eV: -7795.8041
Relative energy (zero: lowest compared OMol25 entry of this formula, charge and spin) in kJ/mol: 380.0
Charge: +1



ORCA calculation (ωB97M-V/def2-TZVPD) on a structure of composition C6H6N.

Structure (XYZ):
```
13
Properties=species:S:1:pos:R:3:forces:R:3:lowdin_charge:R:1
C -2.32605 -0.08843 -0.46205 -0.7 0.6 0.8 0.10
C -0.97901 -0.45664 -0.66255 0.2 0.7 0.4 -0.16
C -0.36709 0.78275 0.00932 0.2 -3.5 2.0 -0.17
C 0.69369 -0.01173 0.75573 -2.9 -0.7 -5.2 -0.21
C -1.69277 0.36289 0.72712 0.3 -1.6 -1.5 0.13
C -0.45384 -1.08294 0.62138 -0.3 0.1 0.5 0.16
N 1.78717 -0.30300 -0.22781 2.1 -1.0 5.7 0.27
H -3.31375 -0.13264 -0.90469 0.2 -0.1 0.1 0.14
H -0.40959 1.70074 -0.38165 0.2 3.4 -1.6 0.11
H 0.90584 0.25766 1.68638 1.8 1.0 3.7 0.11
H 2.27736 0.53593 -0.34480 1.3 1.6 -0.6 0.15
H 1.40155 -0.57510 -1.06163 -1.1 -1.4 -2.8 0.12
H 2.47652 -0.98950 0.24526 -1.3 0.9 -1.5 0.24
```
Positions in Å, forces in eV/Å.

## Properties
E_HOMO (spin up / spin down) in Eh: -0.4759 / -0.4848
Total energy in eV: -7792.0996
Relative energy (zero: lowest compared OMol25 entry of this formula, charge and spin) in kJ/mol: 737.5
Charge: +1



ORCA calculation (ωB97M-V/def2-TZVPD) on the ion C6H6N with charge +1.

Structure (XYZ):
```
13
Properties=species:S:1:pos:R:3:forces:R:3:lowdin_charge:R:1
C -0.74193 -1.28906 -0.13358 2.8 -2.2 -4.7 0.00
C -1.60524 0.66960 0.22564 0.8 0.0 0.8 0.19
C -0.49158 1.52302 -0.30522 2.2 1.5 1.5 -0.10
C 1.21825 -0.23472 0.81399 0.7 2.1 0.8 0.00
C 0.57259 -0.76396 -0.46133 0.4 -2.7 -0.7 -0.16
C 0.76624 0.70790 -0.20802 -1.2 -1.2 0.1 -0.01
N -1.59138 -0.56897 0.46790 -3.6 2.7 2.2 0.11
H -1.11662 -2.18191 -0.72079 0.5 0.5 1.3 0.19
H -0.81615 1.69075 -1.28776 -0.4 0.1 -1.9 0.12
H -0.25594 2.60422 0.03439 -1.1 -1.8 0.2 0.19
H 0.51974 -0.31061 1.64838 0.8 0.0 0.5 0.13
H 2.32320 -0.36580 0.94255 -1.3 -0.2 -0.1 0.16
H 1.21882 -1.48047 -1.01616 -0.6 1.0 0.0 0.17
```
Positions in Å, forces in eV/Å.

## Properties
E_HOMO (spin up / spin down) in Eh: -0.5297 / -0.5376
Total energy in eV: -7795.2117
Relative energy (zero: lowest compared OMol25 entry of this formula, charge and spin) in kJ/mol: 437.2
Charge: +1



ORCA calculation (ωB97M-V/def2-TZVPD) on a structure of composition C6H6N.

Structure (XYZ):
```
13
Properties=species:S:1:pos:R:3:forces:R:3:lowdin_charge:R:1
C -0.31310 -0.33692 -0.02962 -5.1 0.8 0.7 -0.20
C 0.55651 -1.39586 0.25209 -1.1 -2.9 0.7 0.16
C -3.12991 -0.04210 0.08129 5.6 -1.3 -0.9 0.13
C -1.76823 -0.15882 -0.00240 0.5 -0.4 0.4 0.21
C 1.85141 0.58344 0.59593 -1.1 -0.7 1.3 0.07
C 0.84603 0.41759 -0.46560 0.0 4.8 -4.3 -0.25
N 1.75142 -0.64724 -0.22854 0.6 -0.7 0.1 0.00
H -3.53085 0.89231 0.36815 -0.6 0.7 0.8 0.08
H -3.69605 -0.89230 -0.27908 -0.3 0.2 -0.3 0.10
H 2.56555 1.35383 0.35740 0.7 -0.4 0.4 0.14
H 1.49335 0.24494 1.60050 0.9 1.2 -0.6 0.16
H 1.02751 1.14144 -1.38395 -0.7 -1.7 1.7 0.21
H 2.34637 -1.16032 -0.86618 0.6 0.4 0.0 0.20
```
Positions in Å, forces in eV/Å.

## Properties
E_HOMO (spin up / spin down) in Eh: -0.4954 / -0.4951
Total energy in eV: -7793.6576
Relative energy (zero: lowest compared OMol25 entry of this formula, charge and spin) in kJ/mol: 587.1
Charge: +1